Record 1
Formula: C8H16NO2S
Source: the OMol25 dataset
Level of theory: the ωB97M-V functional and the def2-TZVPD basis

The geometry in XYZ format:
```
28
Properties=species:S:1:pos:R:3:lowdin_charge:R:1
C 0.00 0.33 0.28 -0.139
C -0.15 1.63 0.16 0.018
C -1.06 -0.58 0.56 -0.352
C -2.36 -0.19 -0.41 -0.717
C -0.73 -2.01 0.30 -0.060
C -3.47 -1.18 -0.54 -0.160
C 3.53 0.13 -0.68 -0.055
C 1.52 -0.14 0.49 -0.434
N 0.44 2.88 -0.11 0.217
O 1.95 -0.08 1.77 0.089
O 2.24 0.63 -0.39 -0.116
S -3.12 1.43 0.05 0.711
H -1.51 -0.55 1.56 0.161
H -1.86 0.06 -1.42 0.112
H -0.42 -2.06 -0.81 0.137
H -1.47 -2.64 0.59 0.045
H 0.22 -2.35 0.94 0.136
H -3.16 -2.06 -0.91 0.027
H -4.28 -0.88 -1.24 0.095
H -3.92 -1.38 0.53 0.138
H 4.17 0.89 -0.94 0.073
H 3.64 -0.60 -1.49 0.114
H 4.04 -0.31 0.13 0.091
H 1.55 -1.25 0.17 0.165
H 1.39 2.80 0.27 0.171
H -0.11 3.57 0.39 0.174
H 0.50 3.14 -1.14 0.222
H 2.45 0.76 1.87 0.137
```

As for the LUMO energy (spin up / spin down): -5.595 / -5.596 eV. As for the frontier orbital gap (spin up / spin down): 0.235 / 0.235 Ha. As for the relative energy (zero: lowest compared OMol25 entry of this formula, charge and spin): 151.2 kcal per mole. Its total energy is -917.3576 a.u. The charge is +1.

=====

Record 2
Formula: C38H29CrN6O5PS
Source: the OMol25 dataset
Level of theory: the ωB97M-V functional and the def2-TZVPD basis

The geometry in XYZ format:
```
81
Properties=species:S:1:pos:R:3:lowdin_charge:R:1
Cr -0.12 -0.86 0.56 0.771
C -0.30 -4.92 -0.61 -0.025
C -0.51 -4.88 -1.98 -0.007
C -0.73 -3.63 -2.54 0.020
C -0.79 -2.52 -1.76 -0.189
N -0.52 -2.60 -0.45 0.010
C -0.37 -3.77 0.16 -0.074
C -0.93 -1.14 -2.24 -0.220
C -1.54 -0.74 -3.41 0.033
C -1.91 0.62 -3.47 -0.006
C -1.56 1.52 -2.51 0.043
C -0.84 1.05 -1.40 -0.168
N -0.57 -0.26 -1.32 0.033
C -0.55 1.83 -0.20 -0.232
C -1.15 3.08 -0.14 0.025
C -0.79 3.80 1.02 0.033
C -0.19 3.15 2.10 -0.008
C 0.21 1.83 1.96 -0.081
N 0.12 1.22 0.75 0.030
H -0.08 -5.94 -0.18 0.146
H -0.54 -5.80 -2.56 0.135
H -0.89 -3.56 -3.60 0.125
H -0.22 -3.77 1.26 0.149
H -1.88 -1.47 -4.15 0.132
H -2.45 1.04 -4.42 0.170
H -1.83 2.62 -2.59 0.153
H -1.80 3.55 -0.89 0.051
H -1.20 4.83 1.03 0.136
H -0.11 3.61 3.09 0.126
H 0.62 1.14 2.70 0.122
O 1.65 -2.62 3.48 0.088
C 1.53 -1.79 2.58 -0.690
O 0.37 -1.25 2.30 -0.209
C 2.75 -1.26 1.92 -0.234
P 2.42 -1.22 0.12 1.101
C 2.87 -2.95 -0.34 -0.331
C 3.34 -3.23 -1.64 -0.063
C 3.53 -4.56 -2.00 -0.062
C 3.41 -5.56 -1.02 -0.075
C 3.09 -5.28 0.28 -0.068
C 2.79 -3.97 0.55 -0.118
C 3.72 -0.12 -0.43 -0.353
C 3.58 0.80 -1.47 -0.113
C 4.56 1.63 -1.81 -0.109
C 5.70 1.69 -1.08 -0.052
C 5.90 0.79 -0.04 -0.049
C 4.98 -0.20 0.19 -0.073
H 3.59 -1.92 2.13 0.105
H 2.93 -0.24 2.34 0.141
H 3.62 -2.39 -2.25 0.103
H 3.88 -4.87 -2.98 0.109
H 3.64 -6.64 -1.32 0.139
H 2.79 -6.06 0.92 0.108
H 2.54 -3.69 1.56 0.088
H 2.63 0.84 -2.11 0.135
H 4.42 2.25 -2.69 0.127
H 6.38 2.49 -1.19 0.107
H 6.82 0.82 0.57 0.129
H 5.14 -0.89 0.98 0.095
O -4.60 5.82 -1.85 -0.320
S -3.50 5.79 -0.93 0.470
O -3.10 6.97 -0.19 -0.331
O -2.37 5.02 -1.48 -0.395
C -4.18 4.78 0.57 -0.332
N -4.81 5.45 1.51 0.125
C -5.08 4.87 2.68 -0.076
C -4.78 3.50 2.92 0.010
C -4.32 2.90 1.78 -0.252
N -4.05 3.49 0.61 0.159
C -3.85 1.46 1.76 -0.097
C -3.02 0.89 2.72 0.013
C -2.15 -0.13 2.40 -0.114
N -2.12 -0.70 1.18 -0.007
C -3.09 -0.30 0.34 -0.082
C -4.03 0.70 0.59 0.051
H -5.34 5.59 3.52 0.138
H -4.73 3.03 3.96 0.143
H -2.82 1.31 3.72 0.139
H -1.39 -0.37 3.14 0.115
H -3.04 -0.72 -0.67 0.121
H -4.79 1.02 -0.05 0.112
```

As for the LUMO energy (spin up / spin down): -4.087 / -4.324 eV. Its expectation value of S² is 3.783. As for the frontier orbital gap (spin up / spin down): 0.237 / 0.229 Ha. Its total energy is -3954.0362 a.u. The charge is +1. As for the spin multiplicity: 4.

=====

Record 3
Formula: C31H36IrN4PS3Se
Source: the OMol25 dataset
Level of theory: the ωB97M-V functional and the def2-TZVPD basis

The geometry in XYZ format:
```
77
Properties=species:S:1:pos:R:3:lowdin_charge:R:1
Ir 0.82 0.04 -0.27 0.644
C -1.18 -4.41 1.72 -0.107
C -0.11 -3.64 0.95 -0.516
C -0.06 -4.06 -0.52 -0.119
P -0.22 -1.77 1.04 0.981
C -2.01 -1.20 1.18 -0.538
C -2.75 -1.50 2.48 -0.097
C -2.78 -1.64 -0.06 -0.119
C 0.51 -1.37 2.66 -0.270
C 0.70 -2.28 3.69 -0.038
C 1.31 -1.90 4.88 -0.251
C 1.52 -2.91 5.97 -0.037
C 1.72 -0.58 5.04 -0.016
C 1.57 0.34 4.02 0.025
C 1.00 -0.05 2.78 -0.294
N 0.92 0.78 1.72 -0.067
C 1.34 2.11 1.79 -0.274
C 0.39 3.11 2.03 -0.225
C -1.04 2.74 2.25 -0.033
C 0.80 4.43 2.07 -0.016
C 2.13 4.78 1.85 -0.268
C 2.55 6.22 1.87 -0.045
C 3.05 3.78 1.60 0.000
C 2.68 2.45 1.56 -0.211
C 3.67 1.36 1.27 -0.036
H -0.86 -5.44 1.86 0.087
H -2.12 -4.42 1.17 0.072
H -1.36 -3.97 2.70 0.052
H 0.87 -3.84 1.39 0.108
H -1.02 -3.90 -1.01 0.073
H 0.20 -5.12 -0.60 0.083
H 0.70 -3.49 -1.06 0.032
H -1.88 -0.11 1.13 0.054
H -3.10 -2.52 2.54 0.065
H -3.62 -0.84 2.54 0.084
H -2.11 -1.29 3.34 0.068
H -3.01 -2.70 -0.05 0.065
H -2.19 -1.42 -0.96 0.053
H -3.72 -1.09 -0.13 0.087
H 0.39 -3.30 3.59 0.097
H 0.96 -3.82 5.76 0.079
H 1.19 -2.52 6.93 0.085
H 2.57 -3.16 6.05 0.091
H 2.17 -0.27 5.97 0.122
H 1.92 1.36 4.14 0.128
H -1.14 2.01 3.05 0.080
H -1.44 2.29 1.34 0.025
H -1.64 3.62 2.49 0.084
H 0.07 5.21 2.25 0.120
H 1.70 6.88 1.74 0.077
H 3.28 6.42 1.09 0.082
H 3.02 6.45 2.84 0.084
H 4.08 4.04 1.41 0.122
H 4.61 1.76 0.91 0.085
H 3.27 0.68 0.50 0.026
H 3.86 0.76 2.16 0.083
S 7.28 -0.98 -2.98 0.625
C 5.69 -1.33 -2.78 -1.072
S 4.53 -0.07 -2.40 0.962
C 3.25 -1.31 -2.41 -1.090
N 3.71 -2.49 -2.63 -0.008
N 5.04 -2.53 -2.85 -0.138
C 5.56 -3.78 -3.24 -0.178
C 6.88 -4.00 -3.61 -0.052
C 7.27 -5.25 -4.06 -0.081
C 6.37 -6.29 -4.14 -0.097
C 5.06 -6.09 -3.74 -0.085
C 4.65 -4.85 -3.29 -0.026
S 1.60 -0.96 -2.32 0.492
H 7.62 -3.22 -3.56 0.008
H 8.30 -5.40 -4.36 0.105
H 6.68 -7.25 -4.52 0.098
H 4.34 -6.90 -3.78 0.101
H 3.63 -4.69 -2.99 0.096
Se -0.99 1.47 -1.34 0.576
C 0.04 2.93 -1.17 -0.852
N 0.64 3.91 -1.08 0.092
```

As for the LUMO energy (spin up / spin down): 0.092 / -2.826 eV. Its expectation value of S² is 6.048. As for the frontier orbital gap (spin up / spin down): 0.262 / 0.178 Ha. As for the relative energy (zero: lowest compared OMol25 entry of this formula, charge and spin): 33.4 kcal per mole. Its total energy is -5463.5151 a.u. The charge is 0. As for the spin multiplicity: 5.

=====

Record 4
Formula: C5H12N3O
Source: the OMol25 dataset
Level of theory: the ωB97M-V functional and the def2-TZVPD basis

The geometry in XYZ format:
```
21
Properties=species:S:1:pos:R:3:lowdin_charge:R:1
C 1.97 -0.46 -1.66 0.021
C 0.09 0.77 -0.62 -0.039
C -0.27 -0.81 -2.22 -0.184
C 0.70 -0.17 1.58 0.059
C -1.19 1.48 1.22 -0.151
N 1.14 -1.24 -2.22 -0.071
N -0.53 -0.31 -0.95 0.008
N 0.13 0.99 0.78 -0.095
O -2.05 0.39 1.39 0.016
H 2.97 -0.65 -1.63 0.025
H -0.33 0.03 -2.82 0.111
H -1.01 -1.47 -2.52 0.129
H 1.00 0.05 2.53 0.086
H 0.04 -0.99 1.57 0.087
H 1.60 -0.52 1.10 0.099
H -1.48 2.07 0.47 0.107
H -1.22 1.97 2.13 0.140
H 1.38 -2.04 -2.86 0.185
H -0.89 -0.95 -0.20 0.169
H 0.79 1.76 0.77 0.185
H -2.90 0.41 0.97 0.111
```

As for the LUMO energy (spin up / spin down): -3.079 / -4.527 eV. Its expectation value of S² is 2.027. As for the frontier orbital gap (spin up / spin down): 0.235 / 0.338 Ha. As for the relative energy (zero: lowest compared OMol25 entry of this formula, charge and spin): 69.9 kcal per mole. Its total energy is -436.6923 a.u. The charge is +1. As for the spin multiplicity: 3.

=====

Record 5
Formula: C5H8
Source: the OMol25 dataset
Level of theory: the ωB97M-V functional and the def2-TZVPD basis

The geometry in XYZ format:
```
13
Properties=species:S:1:pos:R:3:lowdin_charge:R:1
C 1.29 -1.54 0.59 0.007
C 1.03 -0.50 -0.18 -0.163
C -0.19 0.35 -0.04 -0.387
C -0.44 0.93 1.12 0.035
C -1.07 0.56 -1.24 -0.067
H 0.58 -1.85 1.35 0.062
H 2.23 -2.07 0.59 0.052
H 1.68 -0.16 -0.98 0.103
H -1.29 1.58 1.36 0.062
H 0.17 0.79 2.01 0.063
H -1.78 -0.27 -1.27 0.084
H -0.54 0.72 -2.18 0.075
H -1.67 1.47 -1.12 0.073
```

As for the LUMO energy: 1.151 eV. As for the frontier orbital gap: 0.381 Ha. Its structure (SMILES) is C=CC(=C)C. As for the relative energy (zero: lowest compared OMol25 entry of this formula, charge and spin): 19.6 kcal per mole. Its total energy is -195.2608 a.u. The charge is 0.

=====

Record 6
Formula: C34H31CdNO5P2
Source: the OMol25 dataset
Level of theory: the ωB97M-V functional and the def2-TZVPD basis

The geometry in XYZ format:
```
74
Properties=species:S:1:pos:R:3:lowdin_charge:R:1
Cd 0.42 0.63 0.87 1.316
O 1.62 0.95 4.59 0.082
C 1.76 1.08 3.23 -0.689
O 1.43 0.04 2.54 -0.204
C 3.14 1.66 2.93 -0.100
O 3.14 2.26 1.65 -0.136
C 2.43 3.48 1.69 -0.101
C 0.99 3.31 2.19 -0.542
O 0.15 4.13 1.93 0.102
O 0.71 2.22 2.87 0.019
H 0.84 0.40 4.75 0.106
H 3.84 0.82 2.89 0.146
H 3.44 2.37 3.70 0.142
H 2.42 3.87 0.68 0.132
H 2.94 4.21 2.34 0.145
C -2.47 -0.17 1.91 -0.256
P -1.31 -1.46 1.19 1.015
C -2.56 -2.62 0.53 -0.366
C -3.08 -3.67 1.28 -0.084
C -4.05 -4.49 0.74 -0.083
C -4.50 -4.28 -0.56 -0.088
C -3.98 -3.24 -1.31 -0.081
C -3.02 -2.41 -0.77 -0.099
C -0.52 -2.43 2.51 -0.419
C -0.48 -2.11 3.86 -0.107
C 0.40 -2.76 4.70 -0.085
C 1.24 -3.75 4.22 -0.084
C 1.18 -4.11 2.88 -0.079
C 0.33 -3.43 2.03 -0.118
C -2.54 0.86 0.82 -0.442
C -3.52 1.20 -0.09 -0.072
C -2.91 2.05 -1.04 -0.066
C -1.59 2.20 -0.66 -0.430
C -0.41 2.83 -1.33 -0.260
P 0.73 1.39 -1.62 1.018
C 2.40 1.91 -2.18 -0.364
C 2.69 2.78 -3.22 -0.083
C 4.00 3.04 -3.57 -0.081
C 5.04 2.44 -2.87 -0.080
C 4.77 1.59 -1.81 -0.076
C 3.45 1.32 -1.48 -0.127
C -0.05 0.62 -3.08 -0.350
C -0.27 -0.75 -3.04 -0.111
C -0.87 -1.40 -4.10 -0.083
C -1.24 -0.68 -5.22 -0.080
C -1.03 0.69 -5.28 -0.075
C -0.45 1.34 -4.21 -0.088
N -1.37 1.48 0.48 -0.136
H -1.99 0.25 2.80 0.073
H -3.44 -0.59 2.15 0.095
H -2.72 -3.85 2.29 0.104
H -4.46 -5.31 1.31 0.103
H -5.26 -4.93 -0.98 0.102
H -4.33 -3.08 -2.31 0.103
H -2.61 -1.59 -1.34 0.088
H -1.13 -1.34 4.25 0.100
H 0.47 -2.48 5.75 0.106
H 1.94 -4.24 4.87 0.102
H 1.83 -4.89 2.50 0.103
H 0.32 -3.66 0.97 0.103
H -4.54 0.87 -0.09 0.093
H -3.40 2.50 -1.89 0.090
H 0.10 3.54 -0.67 0.069
H -0.68 3.35 -2.26 0.081
H 1.88 3.26 -3.76 0.097
H 4.22 3.70 -4.40 0.104
H 6.06 2.65 -3.15 0.104
H 5.57 1.13 -1.26 0.106
H 3.24 0.64 -0.66 0.080
H 0.03 -1.30 -2.15 0.086
H -1.05 -2.47 -4.06 0.105
H -1.71 -1.19 -6.06 0.104
H -1.33 1.25 -6.15 0.106
H -0.30 2.41 -4.26 0.094
```

As for the LUMO energy: 0.482 eV. As for the frontier orbital gap: 0.279 Ha. Its total energy is -2595.6353 a.u. The charge is 0.